Density functional theory data (ωB97M-V with the def2-TZVPD basis set) for a structure of composition C17H10BrN3NiOSe.

**LUMO level (alpha / beta)**: -1.306 / -1.306 eV
**Maximum force**: 0.004 hartree/bohr
**Relative energy (zero: lowest compared OMol25 entry of this formula, charge and spin)**: 5.9 kJ/mol
**Kohn-Sham gap (alpha / beta)**: 6.598 / 6.593 eV

```
! RIJCOSX wB97M-V def2-TZVPD def2/J DEFGRID3
* xyz 0 1
Ni 0.3748 -1.3316 0.2561
Br 6.1009 3.1241 -0.8263
C 4.8332 1.7847 -0.3994
C 5.2825 0.5155 0.0120
C 4.3913 -0.4736 0.3180
C 2.9910 -0.2578 0.2208
O 2.1997 -1.2334 0.5031
C 2.5554 1.0355 -0.1732
C 1.1792 1.3695 -0.2114
N 0.2023 0.5510 0.0236
C -1.1345 0.9980 0.0131
C -1.5837 2.2941 -0.0294
C -2.9665 2.5593 -0.0434
C -3.8818 1.5465 0.0082
C -3.4478 0.2046 0.0896
C -4.3233 -0.9017 0.1913
C -3.7978 -2.1526 0.3072
C -2.3995 -2.3250 0.3156
N -1.5548 -1.3254 0.1971
C -2.0695 -0.0589 0.0910
C 3.4992 2.0422 -0.4829
H 6.3456 0.3271 0.0820
H 4.7262 -1.4531 0.6304
H 0.9444 2.4048 -0.4499
H -0.8935 3.1256 -0.0408
H -3.2996 3.5875 -0.0853
H -4.9437 1.7560 0.0050
H -5.3938 -0.7384 0.1848
H -4.4203 -3.0312 0.3931
H -1.9918 -3.3178 0.4089
H 3.1462 3.0202 -0.7863
Se 0.9996 -3.5927 0.1991
C -0.3970 -4.6837 -0.3033
N -1.2727 -5.3692 -0.6183
*
```

Density functional theory data (ωB97M-V with the def2-TZVPD basis set) for a structure of composition C27H42AuN4OSbSeSi at a distorted geometry.

**LUMO level (alpha / beta)**: -4.546 / -8.152 eV
**Maximum force**: 0.041 hartree/bohr
**Kohn-Sham gap (alpha / beta)**: 7.979 / 4.397 eV

```
! RIJCOSX wB97M-V def2-TZVPD def2/J DEFGRID3
* xyz 2 3
Au -1.6794 1.6847 1.3246
C -1.5249 2.1018 5.6610
Si -0.3408 1.7893 4.3062
C 0.0303 3.3717 3.4756
C 1.2577 0.9952 4.7691
N -1.2250 0.6806 3.0898
C -1.4942 -0.5958 3.3431
C -1.3937 -1.1782 4.6376
C -1.6873 -2.5242 4.8527
C -2.0107 -3.3269 3.7411
C -2.1137 -2.8085 2.4310
C -1.8780 -1.4689 2.2779
O -1.9068 -0.8877 1.0542
C -2.2689 -1.5770 -0.0293
C -3.6134 -1.5863 -0.3300
C -4.0546 -2.1755 -1.5075
C -3.1134 -2.7686 -2.3297
C -1.7584 -2.7669 -2.0332
C -1.3475 -2.1920 -0.8576
H -1.1475 2.8321 6.3587
H -1.7545 1.1966 6.2520
H -2.5324 2.3824 5.3098
H 0.4255 4.0770 4.2255
H -0.9144 3.8856 3.0904
H 0.7405 3.2277 2.6451
H 1.8870 1.5803 5.4586
H 1.8161 0.9248 3.8318
H 1.2048 -0.0508 5.1655
H -1.1352 -0.5522 5.4818
H -1.7622 -3.0075 5.8169
H -2.2722 -4.3783 3.8892
H -2.2999 -3.4769 1.6075
H -4.3429 -1.1664 0.3718
H -5.1019 -2.2222 -1.7456
H -3.4363 -3.2565 -3.2304
H -0.9931 -3.2141 -2.6886
H -0.2900 -2.2063 -0.5739
N -2.5022 3.7520 -0.8381
C -2.2155 2.9475 -0.0711
H -2.8093 4.4920 -1.4313
C 3.7999 -0.7564 2.3548
C 3.7168 0.4199 1.4157
Sb 1.9166 0.4096 0.1935
C 2.3901 -1.3805 -0.9333
C 3.7782 -1.5221 -1.5253
C 2.4498 1.8727 -1.2431
C 3.9400 2.1390 -1.2985
H 4.6636 -0.6602 3.0593
H 3.8998 -1.6724 1.7607
H 2.8942 -0.8342 2.9715
H 4.5264 0.3946 0.7115
H 3.6672 1.3941 1.9572
H 1.6657 -1.5103 -1.7596
H 2.2390 -2.2645 -0.2889
H 4.1024 -0.6327 -2.0795
H 3.7816 -2.3540 -2.2247
H 4.5340 -1.6675 -0.7602
H 1.9766 2.8363 -0.9914
H 2.0532 1.4999 -2.1998
H 4.1961 2.6122 -0.3460
H 4.2641 2.7626 -2.1600
H 4.5021 1.1985 -1.3096
C 1.6488 0.3530 -4.6999
N 0.2603 0.3504 -5.1606
C -0.1121 0.3705 -6.4424
C -1.4845 0.3274 -6.4743
N -1.9036 0.3128 -5.1930
C -3.3254 0.2661 -4.7958
C -0.8115 0.3325 -4.3518
Se -0.8498 0.3613 -2.5165
H 2.2589 -0.0058 -5.5339
H 1.7117 -0.2648 -3.8090
H 1.9444 1.3818 -4.5243
H 0.6108 0.4383 -7.2240
H -2.1889 0.3289 -7.2602
H -3.9247 0.5406 -5.6600
H -3.6252 0.8602 -3.9296
H -3.6080 -0.7710 -4.5307
*
```

Density functional theory data (ωB97M-V with the def2-TZVPD basis set) for the ion C3H9N2S with charge -1.

**LUMO level**: 3.634 eV
**SMILES**: NCNCC[S-]
**Maximum force**: 0.016 hartree/bohr
**Relative energy (zero: lowest compared OMol25 entry of this formula, charge and spin)**: 72.9 kJ/mol
**Kohn-Sham gap**: 5.879 eV

```
! RIJCOSX wB97M-V def2-TZVPD def2/J DEFGRID3
* xyz -1 1
C -0.2982 -0.9358 0.0734
C -1.0675 -1.5580 1.2172
S -1.2499 -3.3569 1.0214
N 0.2466 0.3707 0.4484
C 1.1316 1.0841 -0.3887
N 0.4536 2.1373 -1.1885
H 0.5456 -1.5700 -0.2267
H -0.9609 -0.8622 -0.8038
H -2.0628 -1.0839 1.2278
H -0.5658 -1.2839 2.1390
H -0.4283 0.9603 0.9145
H 1.6406 0.3725 -1.0495
H 1.8974 1.5903 0.2091
H -0.3501 1.7132 -1.6452
H 1.0679 2.4222 -1.9484
*
```

Density functional theory data (ωB97M-V with the def2-TZVPD basis set) for the ion C4H8N3O with charge +1 at a distorted geometry.

**LUMO level**: -4.938 eV
**SMILES**: CCC[n+]1ncon1
**Maximum force**: 0.092 hartree/bohr
**Relative energy (zero: lowest compared OMol25 entry of this formula, charge and spin)**: 593.3 kJ/mol
**Kohn-Sham gap**: 11.086 eV

```
! RIJCOSX wB97M-V def2-TZVPD def2/J DEFGRID3
* xyz 1 1
C -2.3783 2.1280 -0.3065
C 1.9090 -1.7773 -0.2877
C 0.8590 -0.6968 -0.5640
C 0.6591 0.0812 0.7121
N -1.1508 1.7226 -0.4491
N -2.0717 0.6371 1.1829
N -0.9630 0.8498 0.5701
O -2.9627 1.3958 0.6791
H -2.8962 2.6773 -0.9704
H 2.2615 -2.1198 -1.2427
H 1.3649 -2.6643 0.0686
H 2.5925 -1.5158 0.4903
H 1.0518 -0.0592 -1.3232
H -0.0246 -1.0667 -0.9074
H 1.2705 0.9012 0.7778
H 0.4788 -0.4933 1.5702
*
```

Density functional theory data (ωB97M-V with the def2-TZVPD basis set) for a structure of composition C7H8Br6Cl6O3 at a distorted geometry.

**LUMO level**: -0.892 eV
**Maximum force**: 0.306 hartree/bohr
**Relative energy (zero: lowest compared OMol25 entry of this formula, charge and spin)**: 1773.9 kJ/mol
**Kohn-Sham gap**: 6.604 eV

```
! RIJCOSX wB97M-V def2-TZVPD def2/J DEFGRID3
* xyz 0 1
C -2.5908 2.4736 -0.1011
Br -1.4906 4.1153 0.1211
Br -3.3153 2.4695 -1.9494
Br -3.9772 2.4448 1.2942
H -1.9493 1.5926 -0.1221
C 1.7217 -1.1546 0.6754
Br 0.6183 -1.4923 2.2837
Br 3.4949 -2.0777 0.7323
Br 1.8782 0.8146 0.3168
H 1.2326 -1.5353 -0.2212
C -1.4058 -1.0106 0.3577
Cl -2.0931 -2.5932 0.0018
Cl -1.2499 -0.7303 2.0257
Cl -2.3929 0.1566 -0.5428
H -0.3851 -1.0131 -0.0248
C -0.9242 1.4215 3.2388
Cl -0.9041 2.0187 4.9962
Cl 0.7614 1.4980 2.8051
Cl -1.8355 2.5221 2.2926
H -1.3089 0.4206 3.0435
C 2.2330 -0.3192 -2.0328
C 2.2234 -1.8098 -2.3574
O 0.8810 -2.1542 -2.2959
C 0.0959 -1.1201 -2.0095
O -1.1186 -1.0888 -1.8734
O 0.9017 -0.0205 -1.8134
H 2.5123 0.3879 -2.8139
H 2.8024 -0.1068 -1.1280
H 2.8594 -2.2278 -1.5770
H 2.7252 -1.8816 -3.3223
*
```

Density functional theory data (ωB97M-V with the def2-TZVPD basis set) for a cluster of 2 separate species, C6H15OS in total at a distorted geometry.

**LUMO level**: 3.510 eV
**Maximum force**: 0.047 hartree/bohr
**Relative energy (zero: lowest compared OMol25 entry of this formula, charge and spin)**: 168.2 kJ/mol
**Kohn-Sham gap**: 6.554 eV

```
! RIJCOSX wB97M-V def2-TZVPD def2/J DEFGRID3
* xyz -1 1
C -0.5332 2.1552 -1.8935
C 0.4383 1.0559 -2.1320
S -0.4462 -0.3493 -2.9837
C 0.4563 -1.7139 -2.2645
H -0.0398 3.0189 -1.3149
H -1.2725 1.6894 -1.2484
H -0.9303 2.6026 -2.7861
H 0.8437 0.6189 -1.2159
H 1.2880 1.4314 -2.7109
H 1.4883 -1.7092 -2.6380
H 0.4695 -1.5380 -1.1201
H -0.0195 -2.6775 -2.5612
C -0.1860 -1.2963 1.3146
O 0.3545 -0.4327 0.4394
C -0.7838 -0.4392 2.5300
C 0.3135 0.4804 3.0144
H 0.5540 -1.9930 1.7808
H -1.0189 -1.9632 0.9705
H -1.0537 -1.0653 3.3789
H -1.6937 0.1252 2.1963
H -0.0559 1.2007 3.7303
H 0.6736 0.9402 2.0948
H 1.1537 -0.1412 3.4192
*
```

Which of these has the highest maximum force?
C7H8Br6Cl6O3

What did the fifth record say?
Density functional theory data (ωB97M-V with the def2-TZVPD basis set) for a structure of composition C7H8Br6Cl6O3 at a distorted geometry.

**LUMO level**: -0.892 eV
**Maximum force**: 0.306 hartree/bohr
**Relative energy (zero: lowest compared OMol25 entry of this formula, charge and spin)**: 1773.9 kJ/mol
**Kohn-Sham gap**: 6.604 eV

```
! RIJCOSX wB97M-V def2-TZVPD def2/J DEFGRID3
* xyz 0 1
C -2.5908 2.4736 -0.1011
Br -1.4906 4.1153 0.1211
Br -3.3153 2.4695 -1.9494
Br -3.9772 2.4448 1.2942
H -1.9493 1.5926 -0.1221
C 1.7217 -1.1546 0.6754
Br 0.6183 -1.4923 2.2837
Br 3.4949 -2.0777 0.7323
Br 1.8782 0.8146 0.3168
H 1.2326 -1.5353 -0.2212
C -1.4058 -1.0106 0.3577
Cl -2.0931 -2.5932 0.0018
Cl -1.2499 -0.7303 2.0257
Cl -2.3929 0.1566 -0.5428
H -0.3851 -1.0131 -0.0248
C -0.9242 1.4215 3.2388
Cl -0.9041 2.0187 4.9962
Cl 0.7614 1.4980 2.8051
Cl -1.8355 2.5221 2.2926
H -1.3089 0.4206 3.0435
C 2.2330 -0.3192 -2.0328
C 2.2234 -1.8098 -2.3574
O 0.8810 -2.1542 -2.2959
C 0.0959 -1.1201 -2.0095
O -1.1186 -1.0888 -1.8734
O 0.9017 -0.0205 -1.8134
H 2.5123 0.3879 -2.8139
H 2.8024 -0.1068 -1.1280
H 2.8594 -2.2278 -1.5770
H 2.7252 -1.8816 -3.3223
*
```

What is the formula in the sixth record?
C6H15OS